Entry 1:
DFT (ωB97M-V/def2-TZVPD) results for a structure of composition C36H36F12MoN7O2Se.

```
! RIJCOSX wB97M-V def2-TZVPD def2/J DEFGRID3
* xyz -1 3
Mo 0.609 -0.041 0.403
C 0.036 -6.093 2.146
C -0.258 -4.619 2.192
C -1.491 -4.109 1.816
C -1.702 -2.747 1.746
C -0.680 -1.839 2.031
N -0.822 -0.471 1.752
C -1.802 0.306 2.306
C -2.632 -0.200 3.327
C -3.594 0.569 3.942
C -3.777 1.900 3.592
C -4.849 2.747 4.228
C -2.940 2.422 2.618
C -1.969 1.672 1.958
C -1.091 2.394 0.915
O -0.429 1.639 -0.021
C -0.012 3.259 1.652
F -0.430 3.865 2.770
F 1.026 2.467 1.996
F 0.501 4.222 0.851
C -1.965 3.382 0.062
F -3.123 2.814 -0.306
F -1.330 3.747 -1.064
F -2.272 4.541 0.701
C 0.554 -2.349 2.492
C 0.741 -3.723 2.553
C 1.675 -1.351 2.828
O 1.948 -0.489 1.773
C 3.025 -2.074 3.072
F 3.020 -2.869 4.162
F 3.349 -2.841 2.015
F 4.033 -1.193 3.216
C 1.333 -0.562 4.159
F 2.412 -0.364 4.948
F 0.446 -1.235 4.919
F 0.834 0.650 3.928
H -0.853 -6.688 2.362
H 0.820 -6.357 2.856
H 0.388 -6.360 1.146
H -2.291 -4.788 1.541
H -2.657 -2.348 1.425
H -2.484 -1.224 3.642
H -4.208 0.127 4.720
H -5.353 2.196 5.022
H -5.600 3.042 3.491
H -4.434 3.663 4.655
H -3.054 3.471 2.385
H 1.684 -4.135 2.880
Se 0.691 -3.287 -1.410
C 0.263 -1.604 -0.872
N -0.593 -0.729 -1.266
C -0.301 0.161 -4.919
N -1.148 1.290 -4.574
C -0.550 2.532 -5.010
C -1.490 1.336 -3.150
C -2.317 0.143 -2.748
C -3.587 0.007 -3.295
C -4.375 -1.100 -3.031
C -3.874 -2.105 -2.213
C -2.616 -1.987 -1.656
C -1.829 -0.856 -1.898
H -0.253 0.066 -6.006
H -0.722 -0.757 -4.510
H 0.728 0.273 -4.539
H -0.380 2.491 -6.088
H 0.418 2.739 -4.519
H -1.225 3.362 -4.795
H -2.082 2.240 -2.996
H -0.604 1.407 -2.508
H -3.947 0.792 -3.951
H -5.365 -1.185 -3.463
H -4.471 -2.986 -2.008
H -2.219 -2.768 -1.022
C 3.152 1.624 -0.273
N 2.447 0.445 -0.842
C 3.401 -0.711 -0.810
N 4.620 -0.415 -1.554
C 5.255 0.759 -0.962
N 4.376 1.931 -1.004
C 4.027 2.189 -2.403
N 3.360 1.043 -3.023
C 2.151 0.747 -2.264
C 4.256 -0.115 -2.937
H 3.388 1.418 0.772
H 2.483 2.486 -0.329
H 2.917 -1.587 -1.239
H 3.654 -0.918 0.226
H 6.172 0.986 -1.511
H 5.506 0.542 0.078
H 4.942 2.410 -2.958
H 3.365 3.056 -2.449
H 1.646 -0.113 -2.704
H 1.485 1.611 -2.297
H 5.160 0.092 -3.514
H 3.749 -0.984 -3.362
*
```

DFT total energy = -5595.42840 Eh
expectation value of S² = 2.020
LUMO energy (spin up / spin down) = 0.0944 / 0.0935 Eh
maximum force = 1.6 eV Å⁻¹
highest occupied orbital energy (spin up / spin down) = -4.236 / -4.450 eV


Entry 2:
DFT (ωB97M-V/def2-TZVPD) results for a cluster of 2 separate species, C2HCl2NO2 in total.

```
! RIJCOSX wB97M-V def2-TZVPD def2/J DEFGRID3
* xyz 0 1
C -0.728 -3.647 -0.664
C 1.222 -1.965 0.528
N -1.560 -4.320 -1.071
O 0.303 0.188 0.708
O 0.229 -1.269 0.096
Cl 2.661 -2.235 -0.269
Cl 1.087 -2.147 2.293
H -0.170 0.858 0.207
*
```

DFT total energy = -1202.12247 Eh
LUMO energy (spin up / spin down) = -0.1420 / -0.1421 Eh
maximum force = 3.2 eV Å⁻¹
relative energy (zero: lowest compared OMol25 entry of this formula, charge and spin) = 120.9 kcal/mol
highest occupied orbital energy (spin up / spin down) = -9.749 / -9.745 eV


Which value of maximum force does entry 2 give? 3.2 eV Å⁻¹


DFT total energy of number 1 (C36H36F12MoN7O2Se)? -5595.42840 Eh